Below is a structure of composition C29H40NO4PbSi3 in a non-equilibrium geometry, with properties calculated with ωB97M-V/def2-TZVPD.

Atoms and positions in Å:
Pb 0.30 0.98 -0.19
C -2.34 -2.10 0.15
Si -2.39 -0.77 1.49
C -4.13 -0.81 2.23
C -1.39 -1.63 2.89
C -1.73 0.94 1.15
Si -2.94 2.13 0.28
C -3.64 1.29 -1.24
C -4.41 2.95 1.21
C -2.06 3.76 -0.44
Si -1.20 1.73 2.73
C -2.35 1.72 4.19
C -0.97 3.62 2.50
C 0.47 1.08 3.39
C 0.68 0.69 4.78
C 1.98 0.23 5.10
C 2.92 0.18 4.16
C 2.59 0.42 2.78
N 1.37 0.82 2.45
H -2.65 -1.92 -0.83
H -2.90 -2.93 0.62
H -1.34 -2.46 0.04
H -4.31 -1.78 2.64
H -5.01 -0.55 1.58
H -4.03 -0.12 3.06
H -1.87 -2.61 2.98
H -1.63 -1.16 3.86
H -0.30 -1.69 2.78
H -4.33 0.49 -0.99
H -2.82 0.88 -1.87
H -4.25 1.97 -1.85
H -5.15 2.30 1.58
H -4.90 3.63 0.51
H -4.12 3.68 2.19
H -0.92 3.73 -0.29
H -2.43 4.74 -0.01
H -2.16 3.89 -1.57
H -3.25 2.33 3.81
H -1.92 2.26 5.06
H -2.65 0.78 4.64
H -1.87 4.17 2.37
H -0.35 3.68 1.56
H -0.40 4.09 3.34
H -0.08 0.90 5.51
H 2.23 -0.21 6.07
H 3.87 -0.26 4.35
H 3.33 0.41 1.98
C 0.89 -1.28 0.01
C 2.31 -1.66 -0.21
C 2.91 -1.42 -1.44
C 4.12 -2.01 -1.73
C 4.83 -2.77 -0.76
C 4.28 -2.95 0.51
C 3.00 -2.40 0.70
H 0.53 -1.77 0.93
H 0.34 -1.63 -0.94
H 2.46 -0.74 -2.16
H 4.62 -2.00 -2.73
H 5.83 -3.15 -1.04
H 4.73 -3.43 1.36
H 2.44 -2.55 1.62
O -1.26 -1.65 -3.28
C -0.49 -0.72 -3.13
O -0.62 0.27 -2.37
C 0.75 -0.75 -4.03
C 1.46 0.40 -4.15
C 2.53 0.52 -5.03
C 2.83 -0.51 -5.86
O 3.74 -0.58 -6.80
C 3.85 -1.97 -7.00
O 2.58 -2.57 -6.68
C 2.08 -1.69 -5.75
C 1.07 -1.86 -4.87
H 1.28 1.20 -3.43
H 3.10 1.44 -5.25
H 4.65 -2.32 -6.32
H 4.04 -2.10 -8.05
H 0.56 -2.81 -4.83

Summary:
Multiplicity: 1
Energy above the lowest of the compared OMol25 structures with the same formula, charge and spin in kJ/mol: 203.9
Lowest unoccupied orbital energy in eV: 2.574
Total charge: -1


Below is a structure of composition C30H29BeNOPS2, with properties calculated with ωB97M-V/def2-TZVPD.

Atoms and positions in Å:
Be 0.10 1.00 -0.62
S -2.57 -2.06 -1.36
C -1.46 -2.78 -0.28
C -0.46 -1.93 0.08
C -0.55 -0.64 -0.52
C -1.67 -0.59 -1.33
C -2.02 0.66 -1.98
C -3.11 0.89 -2.81
C -3.29 2.15 -3.35
C -2.39 3.17 -3.04
C -1.34 2.88 -2.19
N -1.16 1.66 -1.67
H -1.60 -3.81 0.03
H 0.32 -2.22 0.77
H -3.80 0.08 -3.03
H -4.13 2.35 -4.00
H -2.50 4.16 -3.45
H -0.62 3.63 -1.90
C 2.71 -5.23 -0.90
C 2.59 -3.80 -1.35
C 1.95 -3.47 -2.54
C 1.80 -2.14 -2.91
C 2.30 -1.15 -2.10
C 2.95 -1.45 -0.90
C 3.09 -2.78 -0.54
S 2.02 0.54 -2.55
C 3.71 1.10 -2.72
O 1.57 1.28 -1.27
H 2.25 -5.92 -1.62
H 2.21 -5.37 0.06
H 3.75 -5.52 -0.77
H 1.56 -4.25 -3.18
H 1.28 -1.89 -3.83
H 3.30 -0.67 -0.25
H 3.59 -3.03 0.39
H 4.25 0.84 -1.81
H 3.68 2.18 -2.85
H 4.14 0.61 -3.59
C 0.48 3.38 2.15
P -0.16 1.84 1.41
C -1.95 1.91 1.71
C -2.59 3.14 1.84
C -3.97 3.23 1.90
C -4.74 2.08 1.80
C -4.12 0.84 1.68
C -2.74 0.75 1.63
C 0.58 0.56 2.46
C 1.92 0.28 2.20
C 2.58 -0.73 2.90
C 1.89 -1.48 3.85
C 0.55 -1.20 4.11
C -0.10 -0.19 3.42
H 0.16 4.25 1.58
H 1.57 3.34 2.13
H 0.14 3.47 3.18
H -2.01 4.05 1.92
H -4.45 4.19 2.01
H -5.82 2.15 1.83
H -4.72 -0.06 1.62
H -2.27 -0.22 1.53
H 2.45 0.85 1.45
H 3.62 -0.93 2.71
H 2.39 -2.27 4.38
H 0.02 -1.77 4.86
H -1.14 0.03 3.65

Summary:
Multiplicity: 1
Energy above the lowest of the compared OMol25 structures with the same formula, charge and spin in kJ/mol: 0.0
Lowest unoccupied orbital energy in eV: -2.471
Total charge: +1


Below is a cluster of 2 separate species, C4H11OP in total in a non-equilibrium geometry, with properties calculated with ωB97M-V/def2-TZVPD.

Atoms and positions in Å:
C 0.18 1.60 -0.70
C -1.51 -0.18 -1.48
C 2.14 -0.60 1.61
C -0.24 0.18 -0.65
O -1.45 -1.66 1.20
P -0.63 -0.19 1.21
H 0.57 1.73 -1.71
H -0.50 2.41 -0.28
H 1.12 1.79 -0.01
H -2.22 -0.62 -0.74
H -1.25 -0.99 -2.24
H -1.89 0.71 -2.01
H 2.57 -1.20 0.84
H 2.36 -0.97 2.59
H 2.03 0.48 1.43
H 0.51 -0.42 -1.02
H -1.81 -2.06 1.96

Summary:
Multiplicity: 1
Energy above the lowest of the compared OMol25 structures with the same formula, charge and spin in kJ/mol: 325.1
Lowest unoccupied orbital energy (spin up / spin down) in eV: 0.312 / 0.172


Below is a structure of composition C21H24Cl2N6O2PSSn in a non-equilibrium geometry, with properties calculated with ωB97M-V/def2-TZVPD.

Atoms and positions in Å:
Sn 0.17 -0.15 -0.12
N 1.77 -0.08 3.88
C 0.49 -0.13 4.39
C -0.35 -0.11 3.32
N 0.42 -0.05 2.17
C 1.68 -0.04 2.54
C 2.71 -0.03 1.52
N 2.35 -0.03 0.25
C 3.51 -0.07 -0.52
C 4.57 -0.08 0.33
N 4.04 -0.05 1.61
H 2.61 -0.08 4.44
H 0.28 -0.17 5.45
H -1.42 -0.15 3.29
H 3.50 -0.08 -1.60
H 5.63 -0.10 0.13
H 4.60 -0.04 2.45
Cl 0.07 -0.14 -3.07
C -1.64 -0.07 -3.27
C -2.23 0.01 -4.52
C -3.61 0.07 -4.63
C -4.45 0.05 -3.52
C -3.81 -0.04 -2.31
Cl -4.51 -0.10 -0.69
C -2.44 -0.10 -2.14
S -2.14 -0.20 -0.37
H -1.62 0.03 -5.41
H -4.06 0.14 -5.62
H -5.52 0.10 -3.61
N -2.45 4.47 2.38
C -1.54 5.13 1.61
O -1.43 6.33 1.60
C -0.60 4.31 0.74
C 0.29 5.03 -0.04
C 1.18 4.36 -0.87
C 1.16 2.98 -0.88
N 0.30 2.28 -0.13
C -0.57 2.93 0.66
H -3.06 5.02 2.95
H -2.56 3.47 2.40
H 0.27 6.11 0.01
H 1.88 4.90 -1.49
H 1.84 2.41 -1.51
H -1.25 2.30 1.23
C 0.46 -4.47 1.44
P 0.43 -3.80 -0.20
C -1.04 -4.38 -1.02
C 1.84 -4.43 -1.08
O 0.44 -2.26 -0.16
H 0.44 -5.56 1.40
H -0.40 -4.12 2.01
H 1.38 -4.15 1.95
H -1.05 -5.47 -1.04
H -1.05 -4.00 -2.04
H -1.92 -4.02 -0.48
H 1.82 -5.52 -1.08
H 2.76 -4.09 -0.59
H 1.83 -4.07 -2.11

Summary:
Multiplicity: 1
Energy above the lowest of the compared OMol25 structures with the same formula, charge and spin in kJ/mol: 25.9
Lowest unoccupied orbital energy in eV: -9.669
Total charge: +3


Below is the ion C4H10O2PS with charge -1 in a non-equilibrium geometry, with properties calculated with ωB97M-V/def2-TZVPD.

Atoms and positions in Å:
C 1.76 1.86 0.91
C 0.37 1.50 0.49
P 0.61 0.03 -0.70
C -1.16 -0.20 -0.94
C -1.37 -1.58 -1.57
S 0.82 -1.38 1.20
O -0.44 -1.09 1.96
O 0.85 -2.77 0.67
H 2.18 1.14 1.70
H 2.53 1.91 0.08
H 1.76 2.72 1.66
H -0.05 2.14 -0.23
H -0.33 1.10 1.29
H -1.44 -0.36 0.05
H -1.71 0.71 -1.29
H -1.53 -1.48 -2.71
H -0.56 -2.23 -1.49
H -2.26 -2.03 -1.07

Summary:
Multiplicity: 1
Energy above the lowest of the compared OMol25 structures with the same formula, charge and spin in kJ/mol: 370.3
Lowest unoccupied orbital energy in eV: 3.943
SMILES: CCP(CC)#S(=O)[O-]
Total charge: -1


Below is a cluster of 6 separate species, C23H35F9O24S5 in total in a non-equilibrium geometry, with properties calculated with ωB97M-V/def2-TZVPD.

Atoms and positions in Å:
C -5.56 -0.80 -5.10
C -4.24 -0.76 -4.12
O -3.61 0.59 -4.03
C -2.76 0.67 -2.80
C -1.17 1.03 -3.15
O -0.30 0.82 -2.00
C 0.76 -0.16 -2.23
C 0.72 -1.36 -1.08
C 1.16 -2.73 -1.94
C -0.34 -3.25 -2.47
C -0.29 -4.70 -3.23
F 1.16 -5.14 -3.18
F -1.04 -5.78 -2.49
C -0.90 -4.70 -4.76
F -1.69 -5.97 -4.92
F -1.89 -3.59 -5.01
C 0.23 -4.71 -5.95
F 1.01 -6.01 -5.98
F -0.54 -4.71 -7.25
C 1.23 -3.42 -5.98
F 0.65 -2.16 -5.46
F 2.57 -3.71 -5.35
F 1.55 -3.16 -7.43
C -1.10 -3.09 -1.02
O -1.89 -3.91 -0.32
O -0.65 -1.73 -0.59
H -6.53 -0.85 -4.41
H -5.55 -1.81 -5.74
H -5.70 0.14 -5.79
H -3.40 -1.49 -4.54
H -4.59 -1.16 -3.06
H -2.75 -0.36 -2.22
H -3.15 1.52 -2.06
H -1.12 2.20 -3.42
H -0.88 0.47 -4.13
H 0.72 -0.72 -3.26
H 1.86 0.30 -2.14
H 1.33 -1.11 -0.11
H 1.53 -3.48 -1.09
H 1.99 -2.61 -2.76
H -0.79 -2.33 -3.08
O 2.11 -0.14 1.10
S 3.49 0.11 0.73
O 3.90 0.35 -0.63
O 4.41 -1.09 1.35
C 5.40 -0.54 2.21
C 4.78 0.75 2.76
O 4.06 1.31 1.67
H 6.29 -0.32 1.61
H 5.65 -1.24 3.00
H 5.54 1.45 3.12
H 4.07 0.54 3.56
O 3.39 5.28 1.65
S 3.04 4.13 0.85
O 2.83 2.81 1.41
O 4.12 4.00 -0.37
C 3.44 4.06 -1.62
C 2.19 4.90 -1.36
O 1.74 4.51 -0.06
H 3.18 3.04 -1.91
H 4.08 4.51 -2.38
H 1.41 4.71 -2.11
H 2.43 5.96 -1.34
O -2.22 0.52 1.94
S -2.40 -0.91 1.85
O -1.46 -1.78 1.17
O -3.89 -1.21 1.28
C -4.62 -2.00 2.22
C -4.03 -1.64 3.59
O -2.63 -1.49 3.36
H -4.45 -3.05 1.99
H -5.69 -1.78 2.17
H -4.21 -2.41 4.34
H -4.42 -0.68 3.95
O 8.45 9.01 1.43
S 8.28 7.58 1.34
O 9.21 6.71 0.66
O 6.78 7.28 0.77
C 6.06 6.49 1.72
C 6.65 6.85 3.08
O 8.05 7.01 2.85
H 6.23 5.44 1.48
H 4.99 6.71 1.66
H 6.46 6.08 3.83
H 6.26 7.81 3.44
O -5.75 -3.06 5.29
S -6.20 -1.97 6.14
O -6.08 -0.59 5.76
O -5.53 -2.17 7.61
C -6.56 -2.27 8.59
C -7.76 -2.86 7.86
O -7.74 -2.26 6.57
H -6.78 -1.26 8.96
H -6.24 -2.90 9.42
H -8.71 -2.65 8.37
H -7.65 -3.94 7.73

Summary:
Multiplicity: 1
Lowest unoccupied orbital energy in eV: -0.294
SMILES: CCOCCOC[C@@H]1C[C@@H](C(F)(F)C(F)(F)C(F)(F)C(F)(F)F)C(=O)O1.O=S1(=O)OCCO1.O=S1(=O)OCCO1.O=S1(=O)OCCO1.O=S1(=O)OCCO1.O=S1(=O)OCCO1


Below is a cluster of 2 separate species, C4H8N2O in total, with properties calculated with ωB97M-V/def2-TZVPD.

Atoms and positions in Å:
C 1.47 0.51 0.83
C 1.25 -0.46 -0.07
N 1.72 -0.49 -1.38
O 0.46 -1.55 0.14
H 0.94 0.52 1.78
H 2.10 1.36 0.59
H 1.90 -1.43 -1.70
H 2.51 0.12 -1.53
H 0.16 -1.52 1.06
C -2.11 0.15 0.33
N -1.82 1.37 0.39
C -1.72 0.67 -0.96
H -2.43 -0.64 1.00
H -0.72 0.50 -1.35
H -2.49 0.92 -1.69

Summary:
Multiplicity: 1
Energy above the lowest of the compared OMol25 structures with the same formula, charge and spin in kJ/mol: 367.0
Lowest unoccupied orbital energy in eV: 0.759
SMILES: C=C(N)O.C1=NC1


Below is a structure of composition C25H44O2P2Pr in a non-equilibrium geometry, with properties calculated with ωB97M-V/def2-TZVPD.

Atoms and positions in Å:
Pr 0.79 0.30 0.75
C 1.55 3.43 0.86
C 0.25 3.18 1.40
C 1.82 2.48 2.94
C 2.51 2.97 1.80
C 0.43 2.60 2.70
C 1.85 4.11 -0.42
H 0.97 4.11 -1.09
H 2.68 3.60 -0.94
H 2.15 5.16 -0.26
C 3.97 3.05 1.66
H 4.26 3.56 0.74
H 4.41 2.05 1.63
H 4.42 3.59 2.51
C 2.46 2.05 4.20
H 3.19 2.80 4.53
H 2.99 1.09 4.08
H 1.72 1.93 4.99
C -0.65 2.24 3.67
H -0.80 3.06 4.39
H -0.39 1.34 4.24
H -1.61 2.07 3.16
C -1.05 3.60 0.81
H -1.33 4.62 1.13
H -1.86 2.93 1.12
H -1.00 3.61 -0.29
C -0.41 -2.63 -3.29
C -0.79 -1.43 -3.79
C -2.19 -1.11 -4.21
C -3.25 -1.38 -3.11
C -2.75 -1.41 -1.69
C -2.42 -2.57 -1.08
C -2.14 -3.88 -1.76
C -1.33 -3.79 -3.10
H -2.43 -1.71 -5.10
H -3.76 -2.33 -3.36
H -2.23 -0.05 -4.53
H -2.04 -3.87 -3.94
H 0.64 -2.87 -3.11
H -0.08 -0.70 -4.17
H -0.69 -4.68 -3.14
H -1.62 -4.57 -1.08
H -2.49 -2.66 0.00
H -3.12 -4.34 -1.99
H -4.01 -0.59 -3.17
H -2.88 -0.48 -1.10
P 1.12 0.09 -1.89
P -1.22 -1.14 2.00
C 0.37 -1.56 -0.88
C 0.00 -2.06 0.54
H 1.05 -2.30 -1.32
H -0.55 -1.49 -1.45
H -0.63 -2.94 0.40
H 0.93 -2.30 1.12
C -0.63 -2.11 3.41
H -0.92 -1.57 4.32
H 0.46 -2.22 3.42
H -1.12 -3.09 3.39
C -2.98 -1.42 1.92
H -3.17 -2.49 2.05
H -3.40 -1.07 0.97
H -3.44 -0.84 2.73
C 2.19 -0.36 -3.27
H 2.59 0.58 -3.70
H 1.74 -0.98 -4.04
H 3.05 -0.90 -2.84
C -0.43 1.01 -2.28
H -0.72 1.70 -1.46
H -1.27 0.32 -2.47
H -0.20 1.60 -3.18
O 3.92 -0.51 1.11
C 3.39 -0.74 2.21
O 2.11 -0.71 2.46
H 4.01 -0.98 3.11

Summary:
Multiplicity: 3
Lowest unoccupied orbital energy (spin up / spin down) in eV: -3.199 / -3.109
Total charge: +1
⟨S²⟩: 2.006


Below is a cluster of 2 separate species, C2F2N2O2 in total in a non-equilibrium geometry, with properties calculated with ωB97M-V/def2-TZVPD.

Atoms and positions in Å:
C -0.40 0.58 -2.23
C -0.25 -0.23 1.29
N 2.12 -0.22 0.94
N 1.02 -0.30 1.14
O -0.59 0.62 -3.33
O -0.19 0.54 -1.09
F -1.03 -1.23 0.87
F -0.69 0.23 2.41

Summary:
Multiplicity: 1
Energy above the lowest of the compared OMol25 structures with the same formula, charge and spin in kJ/mol: 0.0
Lowest unoccupied orbital energy in eV: 0.247


Below is a cluster of 3 separate species, C5H14O3 in total in a non-equilibrium geometry, with properties calculated with ωB97M-V/def2-TZVPD.

Atoms and positions in Å:
C 2.99 -1.70 0.56
C 1.79 -1.02 -0.26
C 1.88 0.47 -0.01
C 1.15 1.27 -1.10
C 0.86 2.72 -0.53
O 1.49 3.12 0.41
H 3.83 -0.90 0.68
H 3.67 -2.62 0.38
H 2.50 -1.81 1.55
H 1.86 -1.12 -1.35
H 0.75 -1.35 0.07
H 1.70 0.77 1.01
H 3.00 0.77 0.10
H 1.90 1.52 -1.93
H 0.16 0.84 -1.34
H -0.06 3.18 -0.91
O -3.53 -2.60 -1.13
H -3.37 -1.98 -0.44
H -4.23 -3.15 -0.64
O -4.67 -0.93 1.58
H -5.62 -0.63 1.51
H -4.36 -0.68 2.48

Summary:
Multiplicity: 1
Energy above the lowest of the compared OMol25 structures with the same formula, charge and spin in kJ/mol: 148.2
Lowest unoccupied orbital energy in eV: 0.417
SMILES: CCCCC=O.O.O


Below is the ion C3H6NO2S with charge +1 in a non-equilibrium geometry, with properties calculated with ωB97M-V/def2-TZVPD.

Atoms and positions in Å:
C 0.50 0.16 -0.91
C -0.41 1.25 -0.22
C 0.50 -0.78 1.32
N 0.72 -0.97 0.05
O 1.20 -2.06 -0.37
O -2.26 -0.62 -0.58
S -1.87 0.32 0.44
H 0.09 -0.14 -1.82
H 1.51 0.61 -1.17
H 0.26 1.71 0.49
H -0.77 2.04 -0.87
H 0.38 -1.60 1.96
H 0.17 0.08 1.66

Summary:
Multiplicity: 1
Energy above the lowest of the compared OMol25 structures with the same formula, charge and spin in kJ/mol: 548.2
Lowest unoccupied orbital energy (spin up / spin down) in eV: -6.999 / -8.175
Total charge: +1


| no. | energy (hartree) |
| --- | --- |
| 1 | -2546.196105 |
| 2 | -2442.975200 |
| 3 | -575.475696 |
| 4 | -3167.070421 |
| 5 | -1048.427482 |
| 6 | -5592.253827 |
| 7 | -341.863878 |
| 8 | -2328.823736 |
| 9 | -535.853949 |
| 10 | -424.549776 |
| 11 | -720.862472 |